{"formula": "C2H7ISi", "method": "wB97M-V/def2-TZVPD", "de_lowest_kcal_mol": 143.1, "homo_ev": [-7.885, -7.883], "e_tot_ha": -667.3945, "symbols": ["H", "H", "H", "Si", "I", "C", "H", "C", "H", "H", "H"], "positions_angstrom": [[2.163291, -0.076549, -1.652603], [0.758820, 1.104958, 0.419516], [-3.063205, 1.837334, -0.080644], [2.118009, -0.890182, -0.343425], [-1.224035, 0.022928, -0.677807], [0.691742, 0.074773, 0.462215], [3.527262, -0.818042, 0.189576], [-3.117381, 0.733642, -0.046074], [-3.549044, 0.436156, 0.939157], [1.399919, -2.255590, -0.748233], [0.294627, -0.169424, 1.538318]], "forces_ev_per_angstrom": [[0.2, -0.7, 0.6], [0.9, 2.2, 0.1], [0.1, -0.4, 0.1], [-1.6, 0.2, -1.8], [-0.8, -0.6, 0.2], [-1.3, -1.9, 2.5], [-0.7, -0.4, 0.2], [0.0, 0.6, 0.1], [0.8, -0.3, -0.6], [1.3, 1.1, 0.6], [1.1, 0.2, -2.0]]}

---

{"formula": "C2H7InO2", "method": "wB97M-V/def2-TZVPD", "de_lowest_kcal_mol": 0.0, "homo_ev": -8.841, "e_tot_ha": -420.9112, "symbols": ["O", "H", "C", "H", "H", "H", "H", "In", "C", "H", "H", "O"], "positions_angstrom": [[0.891996, 3.890027, -3.587476], [2.658328, 5.156453, -5.000950], [-0.021040, 4.955647, -3.586670], [1.694027, 4.109377, -2.867197], [3.611055, 3.634762, -4.688639], [0.049405, 5.573821, -2.672452], [-1.038617, 4.541843, -3.616713], [3.312909, 5.755719, -1.330902], [3.302686, 4.617747, -4.281227], [0.135579, 5.628535, -4.448605], [4.265371, 5.159406, -4.365236], [2.967293, 4.632168, -2.756444]], "forces_ev_per_angstrom": [[0.5, 0.0, 1.7], [-0.5, -0.5, 1.2], [0.0, -0.2, 0.2], [-2.2, -0.6, -2.5], [-1.0, 0.1, 0.8], [0.0, -0.1, -0.1], [0.1, 0.3, -0.1], [1.0, 3.0, 3.8], [1.9, 0.7, 1.1], [-0.1, -0.1, 0.1], [-0.3, 0.0, 0.3], [0.6, -2.6, -6.5]]}

---

{"formula": "C2H7N", "method": "wB97M-V/def2-TZVPD", "de_lowest_kcal_mol": 25.1, "homo_ev": -8.914, "e_tot_ha": -135.1049, "symbols": ["H", "H", "C", "H", "C", "H", "H", "H", "N", "H"], "positions_angstrom": [[0.804412, 1.720316, -0.891641], [0.839869, 1.173417, 0.719351], [0.309081, 1.075116, -0.251380], [-0.331259, -2.053489, 0.132656], [-0.539540, -1.007745, 0.238940], [-0.742019, 1.280418, -0.060427], [1.303435, -0.397422, -0.639171], [-0.347068, -0.816405, 1.380375], [0.257050, -0.289284, -0.659991], [-1.553961, -0.684920, 0.031289]], "forces_ev_per_angstrom": [[0.5, 1.2, -1.7], [-0.3, 0.0, 0.0], [-1.8, -0.1, 2.5], [-0.6, -0.7, -0.3], [0.4, -0.5, 2.6], [0.0, 1.3, -0.1], [-1.5, -1.8, -0.1], [-0.2, 0.1, -1.6], [3.8, 1.1, -1.5], [-0.4, -0.6, 0.1]]}